[1]
{"formula": "C4H8O3", "method": "ωB97M-V with the def2-TZVPD basis set", "elements": ["O", "C", "C", "O", "C", "C", "O", "H", "H", "H", "H", "H", "H", "H", "H"], "coordinates": [[-1.485, -0.217, -1.308], [-0.893, -0.002, -0.269], [-1.032, -1.011, 0.865], [-1.780, -2.107, 0.440], [-0.003, 1.215, -0.120], [1.434, 0.853, -0.556], [1.724, -0.516, -0.327], [-0.026, -1.317, 1.185], [-1.511, -0.515, 1.727], [-2.025, -1.894, -0.479], [-0.397, 1.984, -0.794], [-0.027, 1.607, 0.903], [1.535, 1.020, -1.632], [2.157, 1.505, -0.049], [2.329, -0.605, 0.413]], "smiles": "O=C(CO)CCO", "charge": 0, "molar_mass_da": 104.1, "energy_ev": -10419.508, "homo_energy_ev": -10.2}

[2]
{"formula": "C4H7NO2", "method": "ωB97M-V with the def2-TZVPD basis set", "elements": ["N", "C", "O", "C", "C", "C", "O", "H", "H", "H", "H", "H", "H", "H"], "coordinates": [[0.927, 0.393, 1.891], [1.258, 0.792, 0.630], [1.921, 1.788, 0.410], [0.762, -0.116, -0.480], [-0.658, -0.603, -0.321], [-1.721, -0.233, -1.255], [-1.096, -1.509, -1.303], [1.266, 0.939, 2.667], [0.428, -0.461, 2.070], [1.455, -0.966, -0.556], [0.840, 0.434, -1.419], [-1.126, -0.668, 0.644], [-1.487, 0.490, -2.023], [-2.770, -0.280, -0.958]], "smiles": "NC(=O)C[C@H]1CO1", "charge": 0, "molar_mass_da": 101.1, "energy_ev": -9845.628, "homo_energy_ev": -9.9}

[3]
{"formula": "C42H73Cl46NOS3Si", "method": "ωB97M-V with the def2-TZVPD basis set", "elements": ["C", "C", "Si", "C", "C", "C", "S", "C", "S", "N", "C", "C", "O", "C", "C", "C", "S", "C", "C", "C", "C", "C", "C", "C", "C", "H", "H", "H", "H", "H", "H", "H", "H", "H", "H", "H", "H", "H", "H", "H", "H", "H", "H", "H", "H", "H", "H", "H", "H", "H", "H", "H", "C", "Cl", "Cl", "H", "H", "C", "Cl", "Cl", "H", "H", "C", "Cl", "Cl", "H", "H", "C", "Cl", "Cl", "H", "H", "C", "Cl", "Cl", "H", "H", "C", "Cl", "Cl", "H", "H", "C", "Cl", "Cl", "H", "H", "C", "Cl", "Cl", "H", "H", "C", "Cl", "Cl", "H", "H", "C", "Cl", "Cl", "H", "H", "C", "Cl", "Cl", "H", "H", "C", "Cl", "Cl", "H", "H", "C", "Cl", "Cl", "H", "H", "C", "Cl", "Cl", "H", "H", "C", "Cl", "Cl", "H", "H", "C", "Cl", "Cl", "H", "H", "C", "Cl", "Cl", "H", "H", "C", "Cl", "Cl", "H", "H", "C", "Cl", "Cl", "H", "H", "C", "Cl", "Cl", "H", "H", "C", "Cl", "Cl", "H", "H", "C", "Cl", "Cl", "H", "H", "C", "Cl", "Cl", "H", "H"], "coordinates": [[-0.425, -0.876, -0.301], [0.370, -0.044, 0.509], [1.301, 1.248, 1.655], [-0.050, 2.493, 2.346], [-1.509, 1.748, 2.194], [-2.703, 2.394, 3.129], [-4.089, 3.053, 2.051], [-5.500, 1.772, 1.907], [-5.476, 0.339, 2.881], [-6.588, 2.117, 0.919], [-6.476, 1.381, -0.388], [-7.246, -0.091, -0.291], [-8.678, 0.227, -0.159], [-8.957, 0.904, 1.112], [-7.967, 2.135, 1.509], [2.136, 0.344, 3.173], [3.812, -0.307, 2.527], [3.539, -1.605, 1.203], [2.691, -2.828, 1.895], [2.711, 2.128, 0.673], [2.964, 1.599, -0.884], [4.138, 2.204, -1.886], [5.111, 3.405, -1.282], [4.848, 3.978, 0.264], [3.661, 3.358, 1.257], [-1.273, -1.515, -0.817], [0.181, 2.674, 3.503], [0.005, 3.547, 1.799], [-1.362, 0.631, 2.588], [-1.851, 1.712, 1.074], [-2.288, 3.332, 3.740], [-3.106, 1.637, 3.930], [-5.373, 1.237, -0.757], [-7.019, 2.055, -1.207], [-6.868, -0.757, 0.594], [-7.062, -0.686, -1.282], [-10.052, 1.368, 1.006], [-9.058, 0.110, 1.995], [-7.835, 2.097, 2.695], [-8.491, 3.174, 1.289], [1.473, -0.535, 3.588], [2.357, 1.177, 4.001], [4.588, -1.991, 0.850], [2.984, -1.208, 0.234], [3.275, -3.257, 2.824], [1.642, -2.407, 2.270], [2.506, -3.669, 1.101], [2.311, 0.718, -1.344], [4.256, 1.781, -2.995], [5.951, 3.847, -2.001], [5.566, 4.840, 0.626], [3.502, 3.771, 2.341], [5.791, -5.033, 1.933], [4.666, -5.970, 2.925], [4.993, -4.409, 0.485], [6.169, -4.193, 2.521], [6.621, -5.677, 1.633], [2.445, -3.898, -2.502], [2.764, -2.190, -2.174], [0.823, -4.125, -3.167], [3.179, -4.265, -3.223], [2.529, -4.461, -1.569], [5.570, -4.897, -4.664], [7.033, -5.839, -4.975], [5.153, -4.919, -2.946], [5.740, -3.863, -4.975], [4.743, -5.324, -5.236], [6.943, 5.109, 3.249], [5.388, 4.807, 2.466], [7.214, 3.981, 4.583], [7.742, 4.988, 2.513], [6.953, 6.130, 3.639], [0.605, -2.271, 5.853], [-0.315, -1.122, 4.873], [0.758, -3.828, 5.031], [1.603, -1.864, 6.034], [0.089, -2.420, 6.805], [-2.807, -5.268, -2.567], [-1.789, -5.486, -3.997], [-3.090, -3.553, -2.245], [-3.767, -5.762, -2.735], [-2.308, -5.715, -1.704], [9.045, 3.623, -0.243], [9.364, 5.331, 0.085], [7.423, 3.396, -0.908], [9.779, 3.256, -0.964], [9.129, 3.060, 0.690], [4.070, -9.354, 4.476], [5.533, -10.296, 4.164], [3.653, -9.376, 6.194], [4.240, -8.320, 4.164], [3.243, -9.781, 3.904], [-12.710, 3.031, 0.290], [-11.860, 4.580, 0.352], [-12.783, 2.280, 1.889], [-13.727, 3.197, -0.072], [-12.180, 2.362, -0.393], [2.234, -1.810, -6.323], [3.861, -2.073, -5.685], [1.133, -1.258, -5.054], [2.278, -1.052, -7.110], [1.857, -2.749, -6.737], [-3.632, 3.256, -2.464], [-5.188, 2.954, -3.247], [-3.361, 2.128, -1.130], [-2.833, 3.135, -3.200], [-3.622, 4.277, -2.074], [2.669, 6.704, 3.958], [2.989, 8.412, 4.286], [1.047, 6.477, 3.293], [3.404, 6.337, 3.237], [2.753, 6.141, 4.891], [-0.632, 5.335, -4.754], [-2.188, 5.032, -5.537], [-0.361, 4.207, -3.420], [0.167, 5.213, -5.490], [-0.622, 6.356, -4.365], [8.369, -8.412, 1.732], [8.689, -6.705, 2.060], [6.747, -8.639, 1.067], [9.104, -8.780, 1.012], [8.453, -8.975, 2.665], [7.130, -0.548, 0.970], [6.210, 0.600, -0.009], [7.283, -2.105, 0.148], [8.128, -0.142, 1.152], [6.614, -0.697, 1.922], [-0.263, -9.565, 3.543], [1.235, -9.640, 2.608], [0.069, -9.291, 5.257], [-0.878, -8.745, 3.164], [-0.800, -10.510, 3.431], [1.595, 0.103, -10.145], [3.058, -0.839, -10.457], [1.178, 0.082, -8.427], [1.764, 1.137, -10.457], [0.768, -0.324, -10.717], [-2.882, 0.210, -7.674], [-1.865, -0.009, -9.104], [-3.166, 1.924, -7.352], [-3.842, -0.284, -7.842], [-2.383, -0.237, -6.811], [-2.715, 7.757, 3.437], [-3.074, 6.070, 3.048], [-3.872, 8.399, 4.610], [-1.709, 7.818, 3.860], [-2.768, 8.352, 2.523], [1.925, 2.377, -13.800], [3.617, 2.202, -13.320], [0.878, 2.556, -12.387], [1.824, 3.263, -14.432], [1.620, 1.489, -14.359], [-15.885, 4.540, 3.281], [-17.009, 3.603, 4.273], [-16.683, 5.164, 1.832], [-15.506, 5.380, 3.869], [-15.054, 3.896, 2.980], [-8.863, 6.902, 0.397], [-7.846, 6.684, -1.032], [-9.147, 8.617, 0.720], [-9.823, 6.408, 0.230], [-8.364, 6.456, 1.261], [4.486, -8.890, 10.171], [2.931, -9.192, 9.387], [4.757, -10.018, 11.504], [5.285, -9.011, 9.434], [4.496, -7.869, 10.560]], "charge": 0, "molar_mass_da": 2363.2, "energy_ev": -664670.297, "homo_energy_ev": -7.8}